Record 1
A molecular structure, C31H55N9S4SbSiZr in a non-equilibrium geometry, computed with ωB97M-V/def2-TZVPD.

Element x y z (Å)
Zr  -1.0208  -1.2214  0.3159
C  -3.9984  2.2470  -0.9671
N  -3.5580  1.4047  -2.0600
C  -4.5571  1.3154  -3.1068
C  -2.6409  0.4272  -1.8813
N  -1.6481  0.4630  -1.0415
N  -2.7772  -0.6585  -2.7416
C  -2.2133  -1.8883  -2.5007
N  -2.8614  -2.9284  -3.0931
N  -1.1008  -1.9997  -1.8540
H  -4.1300  3.2686  -1.3264
H  -3.2906  2.2439  -0.1422
H  -4.9535  1.8677  -0.5908
H  -4.9788  2.3099  -3.2352
H  -5.3625  0.6281  -2.8247
H  -4.1140  1.0161  -4.0548
H  -1.6496  1.3220  -0.4788
H  -3.7237  -0.7337  -3.1034
H  -3.8630  -2.8262  -3.2066
H  -2.5955  -3.8458  -2.7633
H  -0.8178  -2.9790  -1.7967
S  -5.1424  -1.6030  -1.0705
Sb  -4.2635  -2.0746  1.0136
S  -2.9304  -0.0633  1.4751
S  -2.2788  -3.3939  0.4946
C  1.1678  -4.0235  -0.6695
N  0.7120  -3.0237  0.3018
C  0.7153  -3.4166  1.5381
C  0.2265  -2.6149  2.5852
C  0.1615  -2.8993  3.9565
C  -0.4409  -1.8033  4.5564
C  -0.7181  -0.8977  3.5353
N  -0.3168  -1.3647  2.3382
C  2.4169  -4.7348  -0.2205
C  3.6040  -4.0224  -0.1057
C  4.7462  -4.6328  0.3751
C  4.7089  -5.9640  0.7529
C  3.5353  -6.6854  0.6254
C  2.3919  -6.0756  0.1368
H  1.3629  -3.5091  -1.6154
H  0.3629  -4.7607  -0.8153
H  1.0887  -4.4045  1.8168
H  0.5091  -3.8018  4.4229
H  -0.6664  -1.6691  5.5974
H  -1.1854  0.0729  3.6200
H  3.6179  -2.9791  -0.3840
H  5.6624  -4.0684  0.4587
H  5.5925  -6.4384  1.1504
H  3.5136  -7.7235  0.9184
H  1.4792  -6.6453  0.0289
C  1.4318  0.7669  -3.7737
C  2.1605  0.4386  -2.4669
C  1.9847  -1.0673  -2.2641
C  3.6574  0.7181  -2.6250
Si  1.3609  1.4026  -0.9314
C  1.0490  3.2965  -1.4290
C  0.8716  4.2341  -0.2348
C  -0.2483  3.3933  -2.2450
C  2.2090  3.8743  -2.2459
C  2.3626  1.1767  0.7575
C  1.4283  1.5623  1.9072
C  3.6210  2.0437  0.8483
C  2.7838  -0.2791  0.9821
H  1.8627  0.1815  -4.5872
H  1.5106  1.8124  -4.0524
H  0.3754  0.5117  -3.6932
H  0.9256  -1.3074  -2.1880
H  2.4904  -1.4074  -1.3692
H  2.4114  -1.6046  -3.1117
H  4.0436  0.1873  -3.4958
H  4.2059  0.3665  -1.7550
H  3.8623  1.7748  -2.7558
H  0.0888  3.8907  0.4268
H  0.5809  5.2199  -0.5980
H  1.7885  4.3518  0.3345
H  -1.1028  3.2103  -1.5999
H  -0.2838  2.6809  -3.0629
H  -0.3488  4.3972  -2.6586
H  3.1393  3.8313  -1.6859
H  2.0031  4.9214  -2.4697
H  2.3509  3.3573  -3.1875
H  1.2219  2.6270  1.9069
H  1.8896  1.3156  2.8639
H  0.4717  1.0296  1.8330
H  3.3834  3.0978  0.7453
H  4.3505  1.7747  0.0889
H  4.0830  1.8968  1.8242
H  1.9232  -0.9538  0.9090
H  3.2189  -0.3842  1.9789
H  3.5450  -0.5832  0.2660
S  -1.7232  3.1290  1.7078
C  -2.7306  3.1240  3.0092
N  -3.7731  2.3122  3.1987
C  -4.4278  2.5576  4.4633
C  -3.7236  3.8333  4.9762
N  -2.6154  3.9743  4.0546
H  -3.8407  1.4349  2.6799
H  -4.2978  1.7121  5.1483
H  -5.4969  2.7160  4.2985
H  -3.3565  3.7199  6.0004
H  -4.3889  4.7041  4.9338
H  -2.0707  4.8152  3.9782

Values from the calculation:
- <S²> = 0.752
- E_tot (eV) = -105492.3196
- 2S+1 = 2
- HOMO level (alpha / beta) (Eh) = -0.251 / -0.251
- E_LUMO (alpha / beta) (eV) = -0.1 / -1.0
- frontier orbital gap (alpha / beta) (eV) = 6.76 / 5.85

---

Record 2
2 unconnected molecules or ions with the total composition C2H9N4 in a non-equilibrium geometry, computed with ωB97M-V/def2-TZVPD.

Element x y z (Å)
C  -1.8501  0.1531  -0.0535
C  2.7475  -1.0280  0.2720
N  -2.7516  0.8904  0.0289
N  -0.7720  -0.4932  -0.0167
N  1.8989  0.1607  -0.0930
N  -3.8107  1.6230  -0.2461
H  3.0315  -1.5517  -0.7294
H  3.7094  -0.9093  0.8501
H  2.2205  -1.6853  0.8315
H  0.4071  -0.0823  0.1740
H  -0.6917  -1.4174  0.3679
H  2.1641  0.4178  -1.0364
H  -3.9368  1.5311  -1.2330
H  2.2614  0.8470  0.5362
H  -4.6275  1.5441  0.3475

Values from the calculation:
- E_tot (eV) = -8171.0820
- charge = +1
- HOMO level (Eh) = -0.509
- E_LUMO (eV) = -3.0
- frontier orbital gap (eV) = 10.82

---

Record 3
A molecular structure, C18H26AsBeF5N4OS, computed with ωB97M-V/def2-TZVPD.

Element x y z (Å)
Be  -0.0159  -1.2128  0.2365
N  1.2009  0.5639  -2.8655
C  1.6594  0.5128  -1.6240
S  1.8836  -1.0254  -0.8453
N  1.9675  1.6317  -0.9857
C  1.8744  2.9702  -1.5080
C  2.5468  3.3205  -2.6729
C  2.4374  4.6180  -3.1537
C  1.6827  5.5565  -2.4651
C  1.0460  5.2042  -1.2823
C  1.1394  3.9076  -0.7994
H  1.0397  -0.2948  -3.3604
H  1.0642  1.4447  -3.3396
H  2.2060  1.5235  -0.0115
H  3.1793  2.6009  -3.1791
H  2.9611  4.8989  -4.0582
H  1.6055  6.5680  -2.8408
H  0.4752  5.9395  -0.7307
H  0.6583  3.6331  0.1305
N  -4.2527  -4.1789  -0.1978
C  -2.8966  -3.9455  -0.8238
C  -2.0651  -3.0186  0.0527
N  -0.7913  -2.6626  -0.5783
H  -4.8451  -4.7559  -0.7996
H  -4.7439  -3.2948  -0.0419
H  -4.1768  -4.6533  0.7047
H  -3.0807  -3.4976  -1.7987
H  -2.4347  -4.9215  -0.9597
H  -1.8600  -3.4582  1.0310
H  -2.6094  -2.0883  0.2185
H  -0.9629  -2.2882  -1.5076
H  -0.1562  -3.4500  -0.6655
F  -2.3971  -0.7718  -1.8519
C  -2.1242  0.2871  -1.0052
C  -1.0986  0.1900  -0.0874
C  -0.9306  1.3453  0.6491
F  0.0804  1.4006  1.5612
C  -1.7019  2.4843  0.5297
F  -1.4657  3.5553  1.2835
C  -2.7250  2.5074  -0.4028
F  -3.4740  3.5879  -0.5513
C  -2.9386  1.3884  -1.1881
F  -3.9081  1.3824  -2.1009
C  0.8392  -2.0605  4.5154
As  1.5376  -1.6546  2.7896
C  2.8069  -2.9920  2.2860
C  2.4384  0.0265  2.8589
O  0.2220  -1.6920  1.7271
H  1.6535  -2.1133  5.2371
H  0.3246  -3.0174  4.4742
H  0.1421  -1.2762  4.8030
H  3.6950  -2.8900  2.9092
H  3.0813  -2.8434  1.2430
H  2.3738  -3.9797  2.4261
H  3.2030  -0.0256  3.6333
H  1.7218  0.8107  3.0889
H  2.9080  0.2033  1.8933

Values from the calculation:
- E_tot (eV) = -112747.8716
- charge = +2
- HOMO level (Eh) = -0.508
- E_LUMO (eV) = -5.7
- frontier orbital gap (eV) = 8.08

---

Record 4
A single C16H27NO3 molecule, computed with ωB97M-V/def2-TZVPD.

Element x y z (Å)
C  1.5224  1.1142  -3.1045
C  1.0910  1.5886  -2.0932
C  0.6454  2.1029  -0.8114
O  1.3287  1.4534  0.2661
C  2.5024  1.9771  0.6557
O  2.9694  2.9801  0.1875
C  3.1294  1.1290  1.7333
C  4.4821  0.5788  1.2637
C  4.3531  -0.2191  -0.0367
C  3.3577  -1.3595  0.1370
O  3.4158  -2.1422  1.0630
N  2.4233  -1.4367  -0.8357
C  1.2900  -2.3315  -0.7592
C  -0.0055  -1.5419  -0.5764
C  -1.2234  -2.4463  -0.4133
C  -2.5278  -1.6522  -0.3238
C  -2.6656  -0.8764  0.9854
C  -3.9639  -0.0722  1.0707
C  -3.9613  1.1725  0.1850
C  -5.2519  1.9693  0.3309
H  1.8697  0.7336  -4.0191
H  0.8374  3.1827  -0.7666
H  -0.4187  1.8955  -0.6658
H  2.4558  0.3097  1.9830
H  3.2831  1.7524  2.6159
H  4.8756  -0.0757  2.0419
H  5.1752  1.4073  1.1102
H  4.0523  0.4365  -0.8557
H  5.3242  -0.6542  -0.2824
H  2.3590  -0.6993  -1.5222
H  1.4664  -2.9894  0.0946
H  1.2414  -2.9381  -1.6702
H  0.1083  -0.9045  0.3009
H  -0.1499  -0.8957  -1.4468
H  -1.2777  -3.1213  -1.2710
H  -1.1059  -3.0586  0.4829
H  -3.3697  -2.3436  -0.4076
H  -2.5794  -0.9656  -1.1710
H  -1.8218  -0.1950  1.1066
H  -2.6347  -1.5887  1.8133
H  -4.1165  0.2419  2.1062
H  -4.8054  -0.7114  0.7938
H  -3.1142  1.8060  0.4607
H  -3.8367  0.8842  -0.8604
H  -6.1082  1.3621  0.0454
H  -5.2319  2.8533  -0.3025
H  -5.3889  2.2886  1.3619

Values from the calculation:
- E_tot (eV) = -24662.1698
- SMILES = C#CCOC(=O)CCCC(=O)NCCCCCCCC
- HOMO level (Eh) = -0.347
- E_LUMO (eV) = 0.7
- frontier orbital gap (eV) = 10.19